No. 1
2 unconnected molecules or ions with the total composition H4NS at a distorted geometry, computed with ωB97M-V with the def2-TZVPD basis set.

Structure (XYZ):
```
6
Properties=species:S:1:pos:R:3
N 0.572 0.999 0.295
H -0.155 0.293 0.132
H 0.948 1.217 -0.625
H 1.371 0.614 0.761
S -1.781 -1.787 0.222
H -0.955 -1.335 -0.787
```

The HOMO energy comes out at -2.5580 eV. The value obtained for the HOMO-LUMO gap is 0.263 Eh. The energy above the lowest of the compared OMol25 structures with the same formula, charge and spin comes out at 3.2 kcal/mol. The net charge is -1.

Atom charges from the Mulliken analysis, given in e for atoms 1 to 4: N -0.67; H 0.20; H 0.20; H 0.21

---

No. 2
9 unconnected molecules or ions with the total composition C36H54O27 at a distorted geometry, computed with ωB97M-V with the def2-TZVPD basis set.

Structure (XYZ):
```
117
Properties=species:S:1:pos:R:3
C 11.757 6.822 -23.489
C 13.264 6.999 -23.547
C 13.867 6.857 -24.905
O 14.700 8.069 -25.018
C 14.447 8.908 -23.996
O 14.847 10.076 -23.902
O 13.547 8.351 -23.175
H 11.500 5.763 -23.511
H 11.341 7.346 -24.349
H 11.318 7.199 -22.565
H 13.834 6.449 -22.799
H 13.221 6.633 -25.754
H 14.511 5.981 -24.825
C 14.966 -2.507 -35.557
C 13.693 -2.658 -34.679
C 13.526 -3.965 -34.041
O 12.977 -3.622 -32.789
C 13.166 -2.364 -32.527
O 12.830 -1.837 -31.483
O 13.691 -1.787 -33.562
H 15.229 -3.319 -36.235
H 15.813 -2.361 -34.887
H 14.810 -1.575 -36.100
H 12.794 -2.455 -35.261
H 14.531 -4.363 -33.899
H 12.854 -4.696 -34.490
C 9.980 3.929 -29.851
C 11.163 2.969 -29.777
C 11.989 2.997 -31.013
O 13.310 2.880 -30.506
C 13.313 3.250 -29.251
O 14.346 3.529 -28.611
O 12.084 3.222 -28.746
H 10.344 4.938 -30.047
H 9.579 3.969 -28.838
H 9.181 3.582 -30.507
H 10.876 1.934 -29.589
H 11.750 3.875 -31.613
H 11.752 2.085 -31.561
C 9.497 1.004 -24.756
C 10.782 0.306 -24.311
C 11.616 -0.413 -25.305
O 12.885 0.002 -25.015
C 12.895 1.049 -24.227
O 13.887 1.615 -23.917
O 11.661 1.349 -23.919
H 9.692 1.359 -25.768
H 9.126 1.818 -24.134
H 8.685 0.282 -24.842
H 10.678 -0.331 -23.432
H 11.234 -0.170 -26.296
H 11.470 -1.490 -25.231
C 5.605 -2.540 -31.639
C 6.974 -2.350 -31.036
C 7.136 -1.061 -30.320
O 7.504 -1.496 -29.076
C 7.632 -2.781 -28.927
O 7.947 -3.421 -27.923
O 7.283 -3.330 -30.074
H 5.562 -1.916 -32.532
H 4.830 -2.290 -30.914
H 5.411 -3.570 -31.939
H 7.755 -2.374 -31.795
H 6.197 -0.510 -30.373
H 7.904 -0.496 -30.848
C 0.272 3.718 -27.787
C 1.110 2.600 -27.145
C 2.346 2.099 -27.918
O 3.443 2.334 -27.106
C 3.051 2.950 -25.943
O 3.778 3.123 -24.958
O 1.662 3.162 -25.934
H -0.271 3.351 -28.659
H 0.656 4.725 -27.951
H -0.509 3.915 -27.053
H 0.586 1.684 -26.872
H 2.483 2.663 -28.840
H 2.353 1.045 -28.196
C 7.354 -4.448 -22.798
C 6.551 -3.126 -22.681
C 5.193 -3.331 -21.955
O 5.298 -2.334 -20.941
C 6.443 -1.569 -21.025
O 6.556 -0.471 -20.419
O 7.270 -2.170 -21.887
H 7.644 -4.845 -21.825
H 8.227 -4.385 -23.448
H 6.717 -5.143 -23.345
H 6.475 -2.734 -23.695
H 5.077 -4.382 -21.692
H 4.370 -3.135 -22.642
C 12.912 -6.627 -20.591
C 13.728 -6.438 -21.862
C 12.891 -5.756 -22.951
O 13.809 -4.755 -23.433
C 14.946 -4.743 -22.741
O 15.979 -4.041 -22.976
O 14.826 -5.569 -21.740
H 12.483 -5.680 -20.262
H 13.487 -6.935 -19.717
H 12.113 -7.367 -20.650
H 14.161 -7.351 -22.269
H 12.036 -5.213 -22.549
H 12.588 -6.439 -23.745
C 19.550 -0.908 -19.558
C 20.174 0.337 -20.398
C 19.128 0.923 -21.291
O 19.265 2.327 -21.028
C 20.017 2.563 -19.994
O 20.269 3.662 -19.492
O 20.551 1.409 -19.552
H 18.900 -1.475 -20.225
H 18.964 -0.453 -18.760
H 20.294 -1.548 -19.083
H 21.004 0.052 -21.046
H 18.111 0.623 -21.037
H 19.286 0.610 -22.323
```

The HOMO energy comes out at -10.0903 eV. The value obtained for the HOMO-LUMO gap is 0.359 Eh. The energy above the lowest of the compared OMol25 structures with the same formula, charge and spin comes out at 122.0 kcal/mol. The net charge is 0. The structure (SMILES) is C[C@H]1COC(=O)O1.C[C@H]1COC(=O)O1.C[C@H]1COC(=O)O1.C[C@H]1COC(=O)O1.C[C@H]1COC(=O)O1.C[C@H]1COC(=O)O1.C[C@H]1COC(=O)O1.C[C@H]1COC(=O)O1.C[C@H]1COC(=O)O1.

Atom charges from the Mulliken analysis, given in e for atoms 1 to 4: C -1.36; C 0.48; C -0.41; O -0.32

---

No. 3
2 unconnected molecules or ions with the total composition C5H7NO3S at a distorted geometry, computed with ωB97M-V with the def2-TZVPD basis set.

Structure (XYZ):
```
17
Properties=species:S:1:pos:R:3
C 0.381 1.281 2.833
C 0.330 0.067 3.370
C 1.769 0.314 1.379
C -0.446 -0.299 -1.373
C 0.882 -0.742 -2.002
N 1.203 1.396 1.594
O 2.533 -1.263 3.431
O 2.566 -0.003 -0.587
O 1.932 -1.060 -1.062
S 1.417 -1.126 2.505
H -0.086 2.207 3.066
H -0.386 -0.021 4.243
H -0.935 -1.186 -0.998
H -0.305 0.192 -0.520
H -1.107 0.157 -2.124
H 1.377 -0.072 -2.771
H 0.700 -1.683 -2.484
```

The HOMO energy (alpha / beta) comes out at -8.7833 / -9.6071 eV. The value obtained for the HOMO-LUMO gap (alpha / beta) is 0.289 / 0.312 Eh. The energy above the lowest of the compared OMol25 structures with the same formula, charge and spin comes out at 190.5 kcal/mol. The net charge is 0.

Atom charges from the Mulliken analysis, given in e for atoms 1 to 4: C -0.28; C -0.28; C 0.38; C -0.98